No. 1
ORCA calculation (the ωB97M-V functional and the def2-TZVPD basis) on a structure of composition C17H31AgFNO5.

Values from the calculation:
Charge = +1
LUMO (alpha / beta) = -4.199 / -6.336 eV
HOMO (alpha / beta) = -10.063 / -10.063 eV
E_tot = -1343.66681 a.u.
F_max = 6.20 eV/A
<S²> = 0.7543
2S+1 = 2
Energy relative to the best compared isomer or geometry (same formula, charge and spin) = 484.7 kJ/mol
Gap between HOMO and LUMO (alpha / beta) = 5.86 / 3.73 eV

Structure (XYZ):
```
56
C17H31AgFNO5, DFT the ωB97M-V functional and the def2-TZVPD basis
Ag 2.44 -0.30 5.43
F -0.62 0.67 5.00
C -1.38 1.31 -0.33
C -2.64 0.68 -0.99
C -2.13 0.19 -2.40
C -3.04 -0.87 -3.06
C -3.38 -1.96 -1.98
C -4.05 -1.49 -0.74
N -3.12 -0.46 -0.20
O -3.44 -0.12 1.14
C -5.52 -1.07 -1.02
C -4.05 -2.70 0.19
C -3.75 1.72 -1.30
H -0.94 2.08 -0.97
H -0.65 0.52 -0.17
H -1.49 1.71 0.68
H -2.24 0.99 -3.13
H -1.08 -0.08 -2.29
H -2.62 -1.31 -3.97
H -3.96 -0.35 -3.32
H -2.48 -2.48 -1.64
H -3.99 -2.69 -2.51
H -6.24 -1.90 -1.05
H -5.92 -0.36 -0.30
H -5.59 -0.64 -2.02
H -3.07 -3.13 0.38
H -4.46 -2.41 1.15
H -4.67 -3.54 -0.13
H -3.39 2.62 -1.80
H -3.99 2.26 -0.39
H -4.66 1.42 -1.82
H -2.66 0.06 1.67
O 3.76 3.24 3.05
C 4.51 4.06 2.61
O 4.73 4.11 1.28
C 5.63 5.17 0.92
C 5.58 6.10 2.17
C 5.34 5.07 3.38
H 5.30 5.73 0.05
H 6.68 4.92 0.75
H 4.77 6.81 2.03
H 6.45 6.75 2.26
H 4.82 5.46 4.25
H 6.24 4.51 3.63
O 1.95 -3.02 1.77
C 2.30 -3.61 0.71
O 1.49 -4.43 0.10
C 2.11 -4.89 -1.10
C 3.61 -4.69 -0.83
C 3.62 -3.40 -0.03
H 1.78 -4.46 -2.05
H 1.88 -5.95 -1.20
H 4.18 -4.58 -1.75
H 4.05 -5.52 -0.27
H 3.57 -2.43 -0.54
H 4.45 -3.34 0.68
```


No. 2
ORCA calculation (the ωB97M-V functional and the def2-TZVPD basis) on a structure of composition C17H31AlCl2F3InMgNO9.

Values from the calculation:
Charge = +1
LUMO = -7.308 eV
HOMO = -9.028 eV
E_tot = -3250.08588 a.u.
F_max = 3.67 eV/A
Gap between HOMO and LUMO = 1.72 eV

Structure (XYZ):
```
66
C17H31AlCl2F3InMgNO9, DFT the ωB97M-V functional and the def2-TZVPD basis
C 4.68 -0.10 1.03
C 3.69 0.89 0.37
C 2.94 1.79 1.36
C 1.47 1.37 1.52
O 1.25 0.52 2.67
In 0.02 -1.04 2.04
C -1.72 -0.15 0.98
C -2.20 -0.95 -0.17
O -2.83 -0.42 -1.03
F -1.92 -2.26 -0.29
C 1.40 -2.18 0.58
C 2.44 -2.82 1.21
C 3.34 -3.46 0.38
C 3.13 -3.38 -0.99
C 2.02 -2.71 -1.42
N 1.16 -2.10 -0.60
H 4.39 -0.24 2.08
H 5.71 0.30 0.96
H 4.67 -1.05 0.47
H 3.03 0.37 -0.33
H 4.31 1.56 -0.23
H 3.41 1.83 2.35
H 2.96 2.81 0.96
H 0.76 2.22 1.54
H 1.21 0.82 0.60
H -0.42 -2.06 3.43
H -2.55 0.09 1.66
H -1.39 0.81 0.57
H 2.55 -2.81 2.29
H 4.25 -3.98 0.83
H 3.82 -3.84 -1.69
H 1.83 -2.65 -2.49
C -2.82 6.74 0.75
O -2.71 5.29 0.73
C -3.50 4.69 -0.10
O -4.32 5.24 -0.85
O -3.30 3.38 -0.03
C -4.11 2.61 -0.89
H -2.11 7.10 1.48
H -2.57 7.16 -0.22
H -3.82 7.04 1.06
H -3.90 2.87 -1.94
H -5.17 2.76 -0.64
H -3.86 1.56 -0.75
Mg -5.93 4.04 -2.04
C 5.14 -7.03 1.75
Cl 5.67 -7.41 3.40
Cl 4.01 -5.67 1.73
H 6.00 -6.76 1.15
H 4.64 -7.90 1.33
O -0.05 7.12 2.39
H 0.87 6.86 2.38
H -0.51 6.31 2.63
C -2.87 -3.04 -3.30
C -2.38 -3.15 -4.80
O -2.28 -2.06 -5.37
O -2.16 -4.30 -5.16
H -3.05 -2.01 -3.03
H -3.80 -3.60 -3.19
H -2.12 -3.46 -2.64
F -0.91 0.32 -1.99
Al 6.65 -1.78 1.31
O -9.05 1.73 -1.86
H -9.11 0.89 -2.32
H -9.96 2.04 -1.81
F 5.96 -4.76 0.21
```


No. 3
ORCA calculation (the ωB97M-V functional and the def2-TZVPD basis) on a structure of composition C17H31AlNO3.

Values from the calculation:
Charge = -1
LUMO = 2.426 eV
HOMO = -5.001 eV
E_tot = -1189.26943 a.u.
F_max = 0.59 eV/A
Energy relative to the best compared isomer or geometry (same formula, charge and spin) = 98.0 kJ/mol
Gap between HOMO and LUMO = 7.43 eV

Structure (XYZ):
```
53
C17H31AlNO3, DFT the ωB97M-V functional and the def2-TZVPD basis
C 0.29 -2.33 2.65
C 0.36 -3.36 1.53
O 0.30 -2.69 0.28
C 1.19 -3.21 -0.70
C 2.62 -2.69 -0.54
C 2.84 -1.32 -1.23
C 3.47 -0.22 -0.35
C 2.73 1.13 -0.40
Al 3.57 2.67 0.61
C 2.37 4.32 0.28
C 1.26 3.96 -0.66
O 0.22 5.02 -0.76
C -0.93 4.61 -1.31
O -1.33 5.02 -2.38
C -1.74 3.63 -0.48
C -1.82 2.23 -1.12
H 0.98 -1.51 2.42
H 0.58 -2.77 3.61
H -0.72 -1.92 2.73
H -0.49 -4.06 1.59
H 1.28 -3.95 1.61
H 1.16 -4.31 -0.70
H 0.78 -2.88 -1.67
H 2.84 -2.59 0.53
H 3.28 -3.44 -0.97
H 3.43 -1.47 -2.14
H 1.86 -0.95 -1.56
H 3.47 -0.56 0.69
H 4.52 -0.06 -0.63
H 2.58 1.41 -1.45
H 1.72 0.95 0.01
H 3.59 2.40 2.22
H 5.09 2.97 0.13
H 1.92 4.64 1.22
H 2.96 5.15 -0.13
H 0.75 3.06 -0.30
H 1.62 3.78 -1.68
H -2.76 4.02 -0.39
H -1.32 3.56 0.52
H -2.25 1.52 -0.41
H -2.42 2.25 -2.02
H -0.83 1.85 -1.39
N -3.38 -1.75 1.35
C -4.69 -1.67 1.59
C -5.66 -2.02 0.67
C -5.26 -2.48 -0.57
C -3.90 -2.57 -0.84
C -3.00 -2.19 0.15
H -4.96 -1.30 2.57
H -6.71 -1.93 0.93
H -5.99 -2.77 -1.32
H -3.54 -2.92 -1.79
H -1.93 -2.24 -0.02
```


No. 4
ORCA calculation (the ωB97M-V functional and the def2-TZVPD basis) on a structure of composition C17H31CeN4O6P.

Values from the calculation:
Charge = +1
LUMO (alpha / beta) = -4.176 / -4.177 eV
HOMO (alpha / beta) = -9.810 / -9.642 eV
E_tot = -2152.90954 a.u.
F_max = 4.60 eV/A
<S²> = 0.8546
2S+1 = 2
Gap between HOMO and LUMO (alpha / beta) = 5.63 / 5.47 eV

Structure (XYZ):
```
60
C17H31CeN4O6P, DFT the ωB97M-V functional and the def2-TZVPD basis
O -1.02 -0.49 -3.93
H -0.98 -1.18 -4.63
Ce 0.88 0.35 -1.46
N 1.65 -1.83 -1.46
N -0.80 -1.88 -0.94
N 0.59 2.66 -1.40
N -1.22 1.13 -0.20
O 2.30 -1.15 -2.48
O 1.43 3.59 -2.07
O -2.12 0.42 0.53
O -1.96 -1.94 -0.36
C -0.32 -3.10 -1.34
C 0.99 -2.99 -1.82
C -0.26 3.28 -0.56
C -1.25 2.46 0.09
C 1.74 -3.93 -2.70
H 1.69 -3.64 -3.78
H 1.35 -4.96 -2.60
H 2.82 -3.93 -2.41
C -1.10 -4.34 -1.30
H -2.04 -4.24 -1.82
H -1.34 -4.62 -0.28
H -0.57 -5.18 -1.73
C -0.07 4.73 -0.30
C -2.21 3.09 1.06
H 0.60 5.14 -1.08
H 0.41 4.88 0.69
H -1.03 5.27 -0.30
H -2.82 2.32 1.55
H -2.87 3.80 0.54
H -1.65 3.64 1.83
H 1.93 3.09 -2.75
H -2.09 -0.55 0.18
C -2.36 0.21 -3.68
H -2.92 0.35 -4.63
H -1.91 1.17 -3.27
H -2.71 -0.51 -2.90
O 0.79 0.96 -3.64
H 0.01 0.35 -3.99
H 0.76 1.80 -4.12
C 2.97 0.75 2.03
P 1.48 -0.15 1.47
C 2.11 -1.85 1.51
C 0.46 -0.06 2.98
C 0.21 -1.18 3.79
C -0.61 -1.07 4.93
C -1.18 0.17 5.26
C -0.92 1.29 4.47
C -0.09 1.18 3.35
H 3.69 0.79 1.20
H 3.41 0.23 2.88
H 2.70 1.77 2.32
H 2.74 -1.97 2.40
H 1.27 -2.55 1.54
H 2.67 -2.05 0.59
H 0.64 -2.16 3.57
H -0.80 -1.94 5.56
H -1.83 0.26 6.14
H -1.36 2.25 4.71
H 0.15 2.06 2.76
```